Computed, not measured: 2 unconnected molecules or ions with the total composition C4H12N2O, with ωB97M-V/def2-TZVPD.

total charge: 0
Kohn-Sham gap: 10.091 eV
structure (SMILES): CNC(C)=O.CN
spin multiplicity: 1
ΔE to the lowest compared entry with this formula, charge and spin: 233.70 kJ/mol

Element x y z (Å)
C -2.190 -1.494 0.040
N -1.702 -0.156 -0.420
C -0.744 0.618 0.128
C -0.537 1.947 -0.470
O -0.279 0.305 1.226
H -1.353 -2.239 0.232
H -2.878 -1.590 1.015
H -2.734 -1.980 -0.682
H -2.112 0.129 -1.241
H -0.599 2.608 0.373
H -1.310 2.295 -1.157
H 0.453 1.997 -0.945
C 2.327 -0.969 -0.613
N 2.764 0.131 0.233
H 2.787 -0.909 -1.697
H 2.769 -2.025 -0.291
H 1.076 -1.112 -0.517
H 2.041 0.232 0.924
H 3.520 -0.280 0.982

Atoms 1-3, force components in eV/Å:
C 1.60 -0.05 3.71
N -0.36 -2.56 1.37
C -1.34 -1.17 2.37

Computed, not measured: a single CH4INS molecule, with ωB97M-V/def2-TZVPD.

total charge: 0
Kohn-Sham gap (alpha / beta): 7.492 / 7.500 eV
spin multiplicity: 1
ΔE to the lowest compared entry with this formula, charge and spin: 153.39 kJ/mol

Element x y z (Å)
C -0.765 0.471 -0.677
N 0.548 0.894 -0.352
S 1.441 -0.143 0.409
I 1.285 -1.037 2.970
H -0.995 -0.518 -0.441
H -1.637 1.104 -0.414
H -0.712 0.579 -1.777
H 0.834 -1.350 0.283

Atoms 1-3, force components in eV/Å:
C -0.90 1.88 -2.39
N 0.90 -0.85 2.09
S 0.35 0.60 -0.11

Computed, not measured: a molecular structure, C12H8B2NO17Pb3, with ωB97M-V/def2-TZVPD.

total charge: +4
Kohn-Sham gap (alpha / beta): 1.937 / 1.637 eV
spin multiplicity: 2

Element x y z (Å)
Pb 2.051 2.581 -3.424
Pb -1.773 1.268 -2.837
Pb -0.433 5.241 -2.094
O -1.831 3.924 -0.024
C -2.287 3.293 0.914
O -2.797 2.004 0.885
B -3.348 1.661 2.250
O -2.908 2.761 3.168
C -2.405 3.801 2.327
O -2.072 4.967 2.645
O -2.817 0.339 2.736
C -3.736 -0.271 3.272
O -3.574 -1.443 3.779
C -5.122 0.468 2.888
O -4.802 1.624 2.285
O -6.267 0.119 2.970
O 2.116 -6.636 -3.341
C 2.166 -5.508 -2.889
O 1.791 -4.442 -3.430
B 2.156 -3.250 -2.603
O 2.811 -3.825 -1.457
C 2.863 -5.131 -1.559
O 3.306 -5.884 -0.668
O 0.958 -2.446 -2.222
C 1.071 -1.190 -2.330
O 0.287 -0.304 -2.041
C 2.458 -1.029 -3.132
O 2.997 -2.287 -3.297
O 2.907 0.034 -3.459
O 0.062 2.672 -1.921
H -0.094 2.552 -0.964
C -0.018 0.505 1.034
C 1.145 -0.319 1.320
C 2.486 0.365 1.577
C 2.909 1.135 0.409
N 3.228 1.699 -0.557
H -0.034 1.049 0.089
H -0.237 1.183 1.858
H -0.918 -0.108 0.978
H 1.312 -0.967 0.459
H 0.881 -0.925 2.187
H 3.232 -0.378 1.861
H 2.283 1.101 2.355

Atoms 1-3, force components in eV/Å:
Pb 0.97 -1.62 1.47
Pb 0.68 -0.59 0.80
Pb -0.52 -0.16 1.04

Quick rundown of max |F|, same order as above: 0.0790 0.0617 0.1522 Eh/bohr